# C2H5CsO3

A structure of composition C2H5CsO3 at a distorted geometry (ωB97M-V with the def2-TZVPD basis set, the Open Molecules 2025 dataset).

Calculated values
Highest occupied orbital energy (spin up / spin down), eV: -13.5 / -12.4
Charge: +1
ΔE to the lowest compared entry with this formula, charge and spin, eV: 2.363
Spin multiplicity: 2
LUMO energy (spin up / spin down), eV: -3.98 / -5.18
Orbital gap (spin up / spin down), eV: 9.532 / 7.235

Each line ends with the Löwdin spin population.
Element x y z (Å)
H -1.172 0.918 2.070  -0.0132
O 0.547 1.566 1.256  0.1030
O 1.327 0.598 1.775  0.3348
C -0.719 1.323 1.158  -0.3176
H -1.250 2.177 0.728  -0.0159
Cs 4.243 -1.316 -0.377  -0.0013
O 0.637 -1.382 -1.686  0.7013
C -0.598 -1.056 -1.377  0.0839
H -1.243 -0.891 -2.257  -0.0034
H -1.013 -1.913 -0.792  0.0655
H -0.761 -0.024 -0.499  0.0629

***

# C2H5DyO3

A structure of composition C2H5DyO3 at a distorted geometry (ωB97M-V with the def2-TZVPD basis set, the Open Molecules 2025 dataset).

Calculated values
Highest occupied orbital energy (spin up / spin down), eV: -24.2 / -24.5
Charge: +3
Spin multiplicity: 7
LUMO energy (spin up / spin down), eV: -16.29 / -18.74
Orbital gap (spin up / spin down), eV: 7.893 / 5.723

Each line ends with the Löwdin spin population.
Element x y z (Å)
H -1.584 -0.740 1.565  0.0012
O 0.363 -1.029 1.709  0.5037
O 1.526 -1.008 1.129  0.3188
C -0.802 -1.254 0.989  0.0542
H -0.698 -2.263 0.584  0.0325
Dy 2.701 1.052 0.385  5.0380
O 1.048 1.517 -1.298  0.0044
C -0.153 1.251 -1.535  0.0059
H -0.461 1.318 -2.596  0.0019
H -1.056 -0.562 -0.083  0.0364
H -0.884 1.717 -0.849  0.0030

***

# C2H5F2N

A cluster of 2 separate species, C2H5F2N in total at a distorted geometry (ωB97M-V with the def2-TZVPD basis set, the Open Molecules 2025 dataset).

Calculated values
Highest occupied orbital energy, eV: -11.9
Charge: 0
ΔE to the lowest compared entry with this formula, charge and spin, eV: 3.210
Structure (SMILES): N=C(F)F.C
LUMO energy, eV: 0.72
Orbital gap, eV: 12.611

Each line ends with the Mulliken charge.
Element x y z (Å)
C 1.687 0.189 0.510  -1.1964
C -1.749 0.022 -0.343  0.5313
N -1.243 -1.033 -0.419  -0.3618
F -2.365 0.438 0.918  -0.2595
F -2.079 1.060 -1.151  -0.1856
H 2.161 0.256 -0.457  0.2814
H 0.732 0.536 0.014  0.0525
H 1.358 -0.705 0.842  0.3794
H 2.106 0.458 1.257  0.4628
H -0.609 -1.221 -1.171  0.2959

***

# C2H5F2N3O2P2

A structure of composition C2H5F2N3O2P2 at a distorted geometry (ωB97M-V with the def2-TZVPD basis set, the Open Molecules 2025 dataset).

Calculated values
Highest occupied orbital energy (spin up / spin down), eV: -9.0 / -9.1
Charge: 0
ΔE to the lowest compared entry with this formula, charge and spin, eV: 7.353
LUMO energy (spin up / spin down), eV: -0.75 / -0.80
Orbital gap (spin up / spin down), eV: 8.236 / 8.289

Each line ends with the Mulliken charge.
Element x y z (Å)
C 3.931 0.744 -0.260  0.0486
C 2.924 1.276 -0.657  -0.2619
N -3.334 -0.171 2.060  -0.3640
N 0.384 0.359 1.133  -0.5554
N -0.618 0.025 -1.093  -0.1130
O -2.773 -0.788 -1.087  -0.5213
O 1.664 1.462 -0.952  -0.3872
F -1.282 -1.863 0.573  -0.2971
F 1.709 -1.087 -0.957  -0.3383
P -1.773 -0.383 0.057  0.3512
P 0.776 0.229 -0.339  1.0018
H 4.839 0.257 0.046  0.3579
H -3.110 0.758 2.389  0.2139
H 1.047 0.250 1.784  0.2202
H -0.821 0.193 -2.051  0.2821
H -3.564 -1.262 -0.647  0.3624

***

# C2H5F2N3O4S3

A structure of composition C2H5F2N3O4S3 at a distorted geometry (ωB97M-V with the def2-TZVPD basis set, the Open Molecules 2025 dataset).

Calculated values
Highest occupied orbital energy, eV: -10.4
Charge: 0
ΔE to the lowest compared entry with this formula, charge and spin, eV: 1.390
LUMO energy, eV: -2.25
Orbital gap, eV: 8.144

Each line ends with the Mulliken charge.
Element x y z (Å)
C 0.535 -0.338 -0.358  -0.6314
C -0.365 -0.028 0.823  -0.4158
N -1.530 1.723 -2.443  -0.1667
N -3.580 1.406 -0.742  -0.4393
N -1.409 1.029 0.416  -0.4167
O -3.472 3.065 -2.544  -0.6085
O -3.489 -0.365 0.891  -0.6235
O -2.225 -0.730 -2.077  -0.3911
O -0.257 -0.199 -3.421  -0.4819
F -1.980 3.344 -0.667  -0.1978
F -3.412 1.906 1.695  -0.3041
S -2.727 2.316 -1.609  1.1451
S -2.916 0.841 0.538  1.2800
S -1.256 0.223 -2.498  0.9232
H -0.002 -0.324 -1.354  0.0714
H 1.314 0.342 -0.591  0.3838
H 1.245 -1.308 -0.355  0.2993
H -0.951 -0.945 1.285  0.2903
H 0.280 0.355 1.590  0.2838

***

# C2H5FN2

The molecule C2H5FN2 at a distorted geometry (ωB97M-V with the def2-TZVPD basis set, the Open Molecules 2025 dataset).

Calculated values
Highest occupied orbital energy, eV: -8.9
Charge: 0
ΔE to the lowest compared entry with this formula, charge and spin, eV: 3.034
Structure (SMILES): N/N=C\CF
LUMO energy, eV: 0.91
Orbital gap, eV: 9.771

Each line ends with the Mulliken charge.
Element x y z (Å)
C 0.183 -0.724 0.458  0.0195
C -1.244 -0.460 -0.279  -0.2186
H 2.281 1.322 -0.021  0.2811
H 0.311 1.685 -0.308  0.2976
H 0.576 -1.863 0.718  0.2434
H -1.659 -1.583 -0.457  0.2074
H -2.023 -0.053 0.365  0.2478
N 1.279 1.344 0.221  -0.4310
N 1.225 0.021 0.667  -0.3797
F -0.929 0.311 -1.363  -0.2675

***

# C2H5FN2O3

The molecule C2H5FN2O3 at a distorted geometry (ωB97M-V with the def2-TZVPD basis set, the Open Molecules 2025 dataset).

Calculated values
Highest occupied orbital energy, eV: -9.7
Charge: 0
ΔE to the lowest compared entry with this formula, charge and spin, eV: 0.559
Structure (SMILES): N[C@@](F)(CO)[N+](=O)[O-]
LUMO energy, eV: 0.37
Orbital gap, eV: 10.040

Each line ends with the Mulliken charge.
Element x y z (Å)
C 0.892 0.010 1.048  -0.5012
C -0.442 -0.445 -0.118  0.5773
N 0.017 -0.641 -1.447  -0.5471
N -1.665 0.581 -0.121  0.8482
O -1.293 1.616 -0.642  -0.5661
O -2.679 0.377 0.486  -0.5412
O 1.933 0.581 0.405  -0.5146
F -0.966 -1.547 0.440  -0.3177
H 1.147 -1.043 1.293  0.3390
H 0.375 0.663 1.650  0.4013
H 0.040 -1.633 -1.656  0.2384
H 0.778 -0.051 -1.597  0.2418
H 1.863 1.530 0.261  0.3420

***

# C2H5FO

A cluster of 2 separate species, C2H5FO in total at a distorted geometry (ωB97M-V with the def2-TZVPD basis set, the Open Molecules 2025 dataset).

Calculated values
Highest occupied orbital energy (spin up / spin down), eV: -8.7 / -8.7
Charge: 0
ΔE to the lowest compared entry with this formula, charge and spin, eV: 2.565
LUMO energy (spin up / spin down), eV: 0.67 / 0.67
Orbital gap (spin up / spin down), eV: 9.322 / 9.324

Each line ends with the Mulliken charge.
Element x y z (Å)
C 0.789 -0.027 0.074  -0.9015
C -0.686 -0.036 0.308  0.1994
O -1.331 -1.173 0.063  -0.3955
F -1.081 0.556 1.453  -0.2478
H 1.282 -0.704 0.771  0.3324
H 0.989 -0.355 -0.941  0.2992
H 1.172 0.979 0.212  0.3067
H -1.301 1.336 -0.972  0.0666
H -2.226 -1.158 0.430  0.3405

***

# C2H5FO2

A cluster of 2 separate species, C2H5FO2 in total at a distorted geometry (ωB97M-V with the def2-TZVPD basis set, the Open Molecules 2025 dataset).

Calculated values
Highest occupied orbital energy (spin up / spin down), eV: -7.4 / -7.8
Charge: 0
ΔE to the lowest compared entry with this formula, charge and spin, eV: 5.042
LUMO energy (spin up / spin down), eV: 0.71 / 0.76
Orbital gap (spin up / spin down), eV: 8.087 / 8.517

Each line ends with the Mulliken charge.
Element x y z (Å)
C 0.157 -2.382 -1.089  -0.4256
C 0.112 1.634 0.367  0.0069
O -0.188 -1.563 -0.044  -0.3992
O 1.183 2.354 0.854  -0.4347
F -1.144 2.032 0.651  -0.2306
H 0.126 -2.063 -2.181  0.2385
H 0.603 -3.348 -0.783  0.2676
H 0.214 1.141 -0.551  0.3241
H -0.727 -0.882 -0.440  0.3189
H 0.624 3.024 1.326  0.3340

***

# C2H5FOS

A cluster of 2 separate species, C2H5FOS in total at a distorted geometry (ωB97M-V with the def2-TZVPD basis set, the Open Molecules 2025 dataset).

Calculated values
Highest occupied orbital energy, eV: -9.5
Charge: 0
ΔE to the lowest compared entry with this formula, charge and spin, eV: 1.347
Structure (SMILES): C=CO.FS
LUMO energy, eV: 0.06
Orbital gap, eV: 9.590

Each line ends with the Mulliken charge.
Element x y z (Å)
C 1.491 -0.125 1.082  -0.7564
C 0.194 -0.023 1.260  0.2251
O -0.454 0.940 2.050  -0.4694
F -2.471 -0.836 -4.062  -0.2417
S -1.409 -1.006 -2.818  0.0590
H 2.144 0.645 1.456  0.1992
H -0.944 0.339 -2.672  0.1783
H 1.987 -0.776 0.411  0.2782
H -0.639 -0.608 0.728  0.2567
H 0.101 1.450 2.565  0.2709